A molecular structure, C28H35HfN5P2 at a distorted geometry, computed with ωB97M-V/def2-TZVPD.

Geometry as ORCA input:
```
! wB97M-V def2-TZVPD RIJCOSX def2/J DEFGRID3
* xyz 2 1
Hf -0.51 1.85 -0.16
P -5.34 4.89 -2.98
P -5.93 5.31 0.22
N -6.31 6.99 0.86
N 1.41 -0.81 -1.08
N -5.21 5.49 -4.63
N -6.91 4.58 1.46
N -6.37 3.52 -3.40
C -6.93 1.32 -3.32
C -7.46 3.01 3.00
C -4.22 6.43 -4.96
C -5.25 7.76 1.33
C -7.30 5.38 -1.03
C -5.73 6.39 -6.66
C -1.50 -0.85 -1.83
C -2.98 -1.01 0.30
C -2.18 0.05 1.02
C -3.33 1.90 -0.36
C -4.52 7.00 -6.19
C -5.73 9.01 1.69
C 0.83 0.21 -0.94
C -2.49 1.43 0.86
C -7.14 9.02 1.47
C -6.81 5.90 -2.40
C -1.57 0.56 -1.84
C -7.99 2.04 -3.96
C -6.00 2.26 -2.91
C -7.47 7.77 0.94
C -2.95 1.29 -1.74
C -6.43 3.50 2.22
C -6.12 5.47 -5.70
C -8.62 3.82 2.74
C -7.65 3.38 -3.96
C 0.66 1.43 1.58
C -2.30 -1.68 -0.93
C -8.26 4.76 1.78
H -3.12 -1.82 1.05
H 1.48 2.19 1.53
H -4.41 1.72 -0.20
H -8.21 4.23 -4.31
H -3.40 6.60 -4.28
H -8.86 5.50 1.29
H 1.18 0.45 1.54
H -8.13 6.02 -0.70
H -2.53 2.11 1.74
H -6.82 0.25 -3.21
H -5.40 3.19 2.11
H -7.40 2.18 3.68
H -3.27 3.00 -0.43
H -3.76 0.63 -2.11
H 0.20 1.55 2.57
H -6.94 4.78 -5.71
H -9.59 3.75 3.20
H -4.26 7.33 1.34
H -8.89 1.62 -4.39
H -8.43 7.40 0.61
H -0.82 -1.42 -2.48
H -3.97 7.78 -6.69
H -5.13 9.82 2.07
H -7.65 5.89 -3.12
H -1.78 -0.29 1.99
H -5.12 2.18 -2.29
H -7.66 4.34 -1.11
H -3.07 -2.16 -1.57
H -6.28 6.62 -7.56
H -6.43 6.93 -2.33
H -0.88 1.13 -2.51
H -2.95 2.10 -2.49
H -7.83 9.81 1.67
H -1.70 -2.51 -0.54
H -4.00 -0.71 0.03
*
```

The LUMO energy comes out at -9.777 eV. The energy comes out at -56914.920 eV.

Atom charges from the Mulliken analysis, given in e for atoms 1 to 5: 1.372 -0.172 0.064 0.369 -0.398



A molecular structure, C28H35IrO5Si, computed with ωB97M-V/def2-TZVPD.

Geometry as ORCA input:
```
! wB97M-V def2-TZVPD RIJCOSX def2/J DEFGRID3
* xyz 3 6
Ir 0.03 0.14 -1.08
Si -0.09 -0.12 1.35
O 2.41 0.23 -1.31
O -1.64 0.95 -2.49
O 0.83 1.93 -2.22
O 0.65 -1.25 -2.78
O -1.74 -1.61 -1.43
C -1.12 1.84 -3.51
C -2.67 0.07 -2.97
C -0.17 2.77 -2.82
C 4.36 0.11 2.55
C 3.55 1.24 2.65
C -1.13 1.26 2.01
C -2.67 3.10 1.68
C -2.16 -3.73 3.50
C -1.07 1.58 3.38
C 2.52 -1.16 1.67
C 2.96 1.56 -1.19
C 3.85 -1.09 2.05
C -0.89 -3.26 3.95
C -1.21 -2.70 -2.19
C -2.24 -2.04 1.82
C 2.00 -1.71 -2.57
C 1.68 -0.03 1.78
C -2.59 3.41 3.03
C -2.94 -0.97 -1.90
C -0.29 -2.22 -3.29
C -0.32 -2.17 3.36
C -0.93 -1.59 2.21
C 1.90 2.62 -1.55
C 2.85 -0.48 -2.48
C -1.96 2.03 1.18
C 2.22 1.18 2.26
C -1.79 2.65 3.88
C -2.82 -3.12 2.41
H 4.48 -1.96 1.99
H -2.07 1.78 0.12
H 1.51 3.11 -0.66
H 0.63 -1.80 3.72
H -0.45 1.00 4.06
H -0.83 -1.72 -4.09
H 2.13 -2.10 1.30
H 3.83 1.63 -1.84
H -3.30 3.70 1.03
H 0.25 -3.06 -3.72
H 0.30 3.44 -3.54
H -2.77 -1.51 1.03
H -0.67 3.36 -2.04
H -0.68 -3.33 -1.48
H -3.64 -1.71 -2.27
H 3.90 -0.74 -2.38
H 3.28 1.68 -0.16
H -1.73 2.90 4.94
H 2.70 0.14 -3.36
H -3.37 -0.48 -1.02
H -2.03 -3.29 -2.62
H -1.94 2.39 -3.97
H 2.31 -2.33 -3.41
H 2.05 -2.30 -1.65
H 5.40 0.17 2.86
H 2.31 3.38 -2.22
H -3.58 0.65 -3.14
H -0.61 1.25 -4.27
H -0.40 -3.76 4.78
H -2.36 -0.37 -3.92
H -3.15 4.25 3.43
H -2.64 -4.55 4.02
H 3.95 2.16 3.06
H 1.60 2.06 2.35
H -3.79 -3.48 2.10
*
```

The LUMO energy (alpha / beta) comes out at -8.335 / -12.238 eV. The energy comes out at -50525.636 eV.

Atom charges from the natural (NBO) analysis, given in e for atoms 1 to 5: 1.336 1.161 -0.548 -0.583 -0.583